No. 1
144
Properties=species:S:1:pos:R:3 method="wB97M-V/def2-TZVPD" smiles="CCOC(=O)OC.CCOC(=O)OC.CCOC(=O)OC.CCOC(=O)OC.CCOC(=O)OC.CCOC(=O)OC.CCOC(=O)OC.C1CCOC1.C1CCOC1.C1CCOC1" charge=0 e_homo_ev=-9.071 multiplicity=1 fmax_ha_per_bohr=0.0808
O 12.22503 -11.19600 21.23606
O 8.37318 -19.54534 21.35811
O 9.78623 -19.53293 23.01412
O 10.51052 -15.55159 14.89976
O 16.06422 -20.43677 23.45363
O 15.24542 -21.46248 21.63552
O 23.41577 -24.19962 12.42265
O 24.53507 -22.22262 11.99096
O 16.58945 -16.48075 25.66370
O 18.67645 -17.19744 25.83833
O 22.72854 -18.05819 15.81415
O 17.58441 -18.86075 18.14768
O 17.02576 -17.28787 19.57667
O 21.93049 -21.30946 19.87198
O 16.26749 -23.77966 17.54367
O 12.30891 -15.70990 16.42365
O 11.71778 -13.00795 19.94280
O 10.21053 -18.03067 21.29510
O 18.37784 -15.65802 24.48012
O 15.60706 -18.94625 19.02331
O 11.30664 -13.81844 16.07922
O 15.15766 -22.40318 23.68602
O 10.69176 -11.31127 19.50210
O 22.38321 -22.36105 12.86717
C 10.77878 -19.12715 23.90404
C 15.27615 -24.70581 17.75787
C 17.77968 -14.55695 23.85635
C 21.88656 -19.88893 19.79444
C 18.19680 -19.26956 22.84747
C 23.06428 -20.66879 17.87792
C 21.09582 -20.75867 14.05893
C 23.06269 -19.52702 18.83921
C 12.47830 -13.87596 20.70270
C 14.49075 -23.55693 23.25880
C 19.59136 -19.28062 16.87735
C 14.39348 -22.57128 18.10818
C 17.17697 -14.99888 22.48242
C 22.29442 -20.97115 13.09823
C 16.77110 -18.29964 18.94829
C 15.42766 -21.40632 22.80889
C 18.41442 -18.03874 26.98536
C 17.76312 -16.41574 25.36515
C 14.44375 -18.46583 19.85440
C 10.47683 -12.87306 15.42708
C 9.47332 -18.87083 21.82919
C 23.11909 -16.01475 14.73826
C 10.50852 -11.53748 16.21656
C 11.28503 -15.11588 15.72589
C 15.77113 -22.46451 17.42876
C 24.45822 -24.97395 11.83663
C 24.04707 -18.08393 15.41389
C 18.85278 -18.26024 17.77288
C 12.62830 -15.39034 20.39542
C 22.87224 -21.88821 18.89674
C 22.07529 -16.96865 15.22200
C 14.36923 -23.92192 18.76485
C 8.12481 -19.40876 19.94807
C 11.56064 -11.77817 20.35395
C 10.34421 -9.91630 19.53212
C 12.67763 -17.00055 16.19942
C 24.00910 -17.11627 14.23857
C 23.52732 -22.86105 12.40590
C 16.68853 -19.38893 22.71751
C 12.17226 -19.64194 23.62394
H 18.96090 -19.57224 16.03736
H 25.43630 -24.74940 12.26213
H 13.50339 -17.21001 16.87938
H 22.45889 -22.72653 18.33598
H 13.49831 -13.53794 20.88548
H 24.03443 -19.44599 19.32629
H 21.54727 -17.41481 14.37924
H 21.82759 -19.44003 20.78596
H 17.86713 -15.49823 21.80240
H 20.17862 -20.87122 13.48085
H 18.41337 -18.37498 22.26359
H 24.42912 -19.06100 15.11817
H 11.65927 -15.88475 20.46343
H 9.74104 -9.84930 20.43755
H 10.84140 -18.04237 23.99025
H 18.53390 -19.08959 26.72165
H 10.51693 -19.60290 24.84913
H 11.80542 -17.60270 16.45390
H 16.47975 -21.76803 17.87695
H 14.81001 -24.91322 16.79464
H 20.49654 -18.74363 16.59378
H 23.80472 -22.15094 19.39630
H 18.50271 -19.19005 23.89063
H 21.32714 -16.45658 15.82713
H 20.98512 -21.51830 14.83276
H 22.76858 -15.37280 13.93008
H 13.33145 -15.83125 21.10202
H 23.46165 -15.43531 15.59558
H 8.89227 -19.92219 19.36886
H 19.90880 -20.22895 17.31095
H 13.48545 -22.32180 17.55925
H 15.82493 -22.13900 16.38989
H 23.65395 -17.55006 13.30380
H 7.96184 -18.39865 19.57227
H 21.06570 -19.77161 14.52033
H 11.94611 -13.81607 21.65206
H 9.43185 -13.16649 15.52711
H 19.21070 -17.75980 27.67543
H 18.65413 -17.32212 17.25465
H 23.21372 -20.50608 13.45417
H 19.45964 -18.12780 18.66858
H 13.00984 -19.40096 24.27854
H 16.60593 -14.22130 21.97508
H 23.95421 -20.79371 17.26106
H 16.52813 -19.30263 21.64283
H 12.43432 -19.20618 22.65981
H 18.56482 -20.16461 22.34591
H 14.44200 -21.76176 18.83649
H 17.43992 -17.93253 27.46199
H 17.09984 -14.01891 24.51699
H 11.43297 -10.96365 16.15166
H 11.26809 -9.34053 19.47688
H 22.25976 -20.67043 17.14251
H 24.77152 -17.70852 16.13663
H 9.82113 -9.57459 18.63896
H 7.22960 -20.01585 19.81336
H 13.93869 -17.56477 19.50639
H 10.27811 -11.78199 17.25349
H 13.71455 -19.23884 20.09697
H 14.89825 -18.20046 20.80892
H 20.97154 -19.55555 19.30485
H 14.98342 -23.82161 22.32322
H 9.83833 -10.75259 15.86598
H 14.92334 -23.82641 19.69862
H 22.91682 -18.54111 18.39783
H 13.44061 -23.32064 23.08716
H 24.33718 -26.04663 11.98762
H 13.38176 -24.35603 18.92151
H 10.65669 -12.75427 14.35861
H 18.55309 -13.79218 23.78517
H 16.36041 -15.72007 22.51711
H 24.59837 -24.83413 10.76476
H 13.06996 -15.38092 19.39895
H 22.13767 -20.52149 12.11776
H 12.89740 -17.15633 15.14323
H 15.54410 -25.71485 18.07114
H 24.92387 -16.54954 14.06507
H 16.42301 -18.42708 23.15619
H 14.53373 -24.39766 23.95121
H 12.03793 -20.71183 23.46458

No. 2
9
Properties=species:S:1:pos:R:3 method="wB97M-V/def2-TZVPD" charge=0 e_homo_ev=-10.534 multiplicity=1 fmax_ha_per_bohr=0.0487
S -2.92928 -0.09742 0.16998
O -3.63692 1.17776 0.15466
O -3.51275 -1.11204 -0.67478
C 0.06940 0.03517 -0.41891
C 0.43884 -0.14081 0.86226
H 0.28038 -0.54136 -1.35520
H 1.19286 -0.96748 1.14075
H 0.11434 0.69909 1.56895
H -0.62053 0.88549 -0.62364

No. 3
25
Properties=species:S:1:pos:R:3 method="wB97M-V/def2-TZVPD" charge=+4 e_homo_ev="-26.944 / -26.310" multiplicity=2 fmax_ha_per_bohr=0.0465
In -0.68789 3.23398 1.18498
O -2.15955 -0.38598 -1.99186
O 1.98371 -0.34020 2.48756
O 0.31210 0.43822 1.14445
O 0.03528 -0.32214 -2.04740
O 0.72881 -1.72001 1.51492
O -1.08555 1.44807 -1.15027
C -3.42775 0.30704 -1.73941
C 1.30226 0.15713 -1.91970
C 0.91562 -0.46295 1.67752
C 2.72272 0.84636 2.81146
C -0.28952 -2.16372 0.58206
C -1.08337 0.31909 -1.66722
H 2.90657 1.51103 1.96735
H -0.69179 -3.16817 0.71388
H -3.47245 1.32175 -2.13497
H 0.09600 -2.23314 -0.43512
H 1.32883 1.24029 -1.80072
H -1.08865 -1.42246 0.57968
H -4.14669 -0.30669 -2.28215
H 1.87971 -0.21624 -2.76543
H 2.20938 1.32383 3.64609
H 1.80199 -0.14134 -0.99814
H 3.62756 0.50411 3.31369
H -3.71731 0.23213 -0.69125

No. 4
83
Properties=species:S:1:pos:R:3 method="wB97M-V/def2-TZVPD" charge=+1 e_homo_ev=-11.001 multiplicity=1 fmax_ha_per_bohr=0.0879
Ti 0.23041 0.04643 0.22210
Cl 1.06114 5.94675 -0.01563
Cl 1.48018 3.36017 1.61455
Cl -0.71246 5.90013 -2.58133
Cl -1.94718 0.76213 -1.43667
Cl -2.32187 3.29383 -3.27471
S -0.69021 -2.28040 -2.48901
O 0.66056 -0.17717 -1.58120
O 0.76436 -1.79987 -0.25124
O 1.97320 -1.81613 -2.01504
N -1.30548 1.64964 1.98762
N 1.33852 -3.35808 8.52284
N -1.75272 -1.80348 0.61654
N -2.02505 -4.55108 0.42507
N 1.03987 -1.37506 -1.39629
N -0.16092 -0.60499 2.21104
N -1.20339 3.67487 3.86232
N -1.06655 -1.09908 -4.86743
N 0.95065 -2.12677 -4.49636
C -2.62657 -2.35107 -0.20894
C -4.56493 -0.80241 -3.68569
C 0.37072 -0.29857 4.52436
C -0.51121 1.55437 3.06907
C 4.56363 1.23062 0.73630
C 0.44228 -1.57897 7.21364
C -2.75144 0.55712 -5.27716
C -4.92913 0.39128 -4.28413
C -1.16429 -4.01591 1.27299
C 0.55359 3.29271 0.16274
C -0.25891 -1.92520 2.42307
C -2.37601 -0.62612 -4.64667
C 0.76338 -2.25189 6.03255
C 0.44385 -1.68104 4.71894
C 0.75891 -2.17681 8.42401
C -0.96148 2.16947 -1.23002
C 2.25822 0.30763 0.77338
C 1.36696 -3.50568 6.14596
C -2.03723 3.73271 2.83648
C -3.29465 -1.31983 -3.87014
C 3.23154 1.18821 -0.02555
C 0.32604 4.48508 -0.52645
C 0.01916 0.19873 3.27367
C -0.02970 2.07533 -0.19454
C -0.25860 -1.78083 -4.05417
C 3.47906 0.73888 -1.46428
C -1.02268 -2.63352 1.38505
C 0.05738 -2.49586 3.65106
C -0.50014 4.47951 -1.65343
C -1.19860 3.31395 -1.98085
C -0.42773 2.61664 3.97792
C -2.76709 -3.73797 -0.30208
C 1.62969 -4.00747 7.41129
C -2.04594 2.74173 1.85951
C -4.02429 1.06044 -5.09063
H 1.31818 -1.76429 -5.36188
H 3.77477 -0.30869 -1.50317
H 4.27225 1.34244 -1.90308
H -0.65842 -0.78478 -5.74188
H 0.27023 2.62044 4.80437
H -2.70125 4.58444 2.79578
H -3.48653 -4.20071 -0.96512
H 4.99697 0.23524 0.80306
H 2.86178 2.21522 -0.07677
H 2.08469 -4.97945 7.54359
H -0.58306 -4.71074 1.86326
H -5.27999 -1.34787 -3.08863
H -3.01390 -2.26406 -3.43265
H 1.62573 -2.43022 -3.80213
H 2.67093 -0.71595 0.80157
H 0.54802 0.36852 5.35292
H -2.67407 2.80952 0.98026
H -0.07285 -0.63120 7.19537
H -5.91636 0.79585 -4.13082
H -0.07401 -3.55386 3.80263
H 0.52644 -1.68751 9.35896
H -2.05440 1.08761 -5.90884
H -4.31409 1.97488 -5.58250
H 2.25313 0.68705 1.80639
H 5.27256 1.87994 0.22955
H -3.24339 -1.67397 -0.78314
H 1.64641 -4.06771 5.26909
H 2.57935 0.88463 -2.06319
H 4.42062 1.62057 1.74215